(1)
Computed, not measured: a molecular structure, C11H15AlClNO3STb in a non-equilibrium geometry, with ωB97M-V/def2-TZVPD.

Relative energy (zero: lowest compared OMol25 entry of this formula, charge and spin), kJ/mol: 0.0
E_tot, Eh: -2634.00485
LUMO energy (alpha / beta), Ha: 0.094 / 0.095
Total charge: -1
HOMO-LUMO gap (alpha / beta), eV: 7.01 / 6.83
Spin multiplicity: 7

Geometry (Å):
Tb: -0.04401 0.05462 -3.86388
Cl: 0.58407 -1.73892 -2.03220
C: 1.97493 1.11670 -4.09333
C: -1.17712 -1.34141 -5.27305
H: 2.00591 1.53215 -5.11845
H: 2.10530 1.95155 -3.39376
H: 2.83383 0.44849 -3.96998
H: -1.12149 -0.88946 -6.28081
H: -2.23579 -1.44925 -5.00815
H: -0.74072 -2.34544 -5.31725
Al: -0.81892 -0.14295 -0.90047
C: -2.13260 -1.14998 0.08952
C: -1.40428 1.07730 -2.26539
H: -3.08100 -0.73431 -0.27451
H: -2.08661 -2.21905 -0.13684
H: -2.04516 -0.98198 1.16624
H: -2.39970 1.01372 -2.76296
H: -1.13616 2.14775 -2.36756
O: 0.36497 3.36302 3.78898
S: 1.35668 2.47219 3.25804
O: 2.75134 2.61103 3.60118
N: 1.16020 2.25560 1.58029
C: 0.74003 1.06012 1.27086
O: 0.41804 0.66720 0.07091
C: 0.63086 0.12980 2.41174
C: 0.26830 -1.21772 2.39980
C: 0.12158 -1.87075 3.61858
C: 0.36421 -1.17912 4.81592
C: 0.75345 0.17188 4.81901
C: 0.86778 0.80327 3.59034
H: 0.09397 -1.71352 1.44480
H: -0.18000 -2.91893 3.63893
H: 0.25077 -1.70795 5.75929
H: 0.95733 0.72435 5.73417

---

(2)
Computed, not measured: 2 unconnected molecules or ions with the total composition C5H14NO in a non-equilibrium geometry, with ωB97M-V/def2-TZVPD.

Relative energy (zero: lowest compared OMol25 entry of this formula, charge and spin), kJ/mol: 164.0
E_tot, Eh: -328.62377
LUMO energy, Ha: -0.121
Total charge: +1
HOMO-LUMO gap, eV: 10.88

Geometry (Å):
C: 0.51891 2.62308 1.55127
C: 0.65693 1.28626 2.33832
C: 1.11744 0.08955 1.48345
C: 0.34598 -0.10541 0.20309
C: 0.64199 -1.10907 -0.59280
N: -0.15347 -1.30715 -1.84195
H: -0.40913 3.06207 1.76655
H: 1.21785 3.40730 1.85999
H: 0.74514 2.50603 0.49342
H: 1.38414 1.36060 3.14411
H: -0.32313 1.21077 2.80288
H: 2.19679 0.10630 1.37810
H: 0.78383 -0.73048 2.12305
H: -0.38071 0.65766 -0.04889
H: 1.49770 -1.75959 -0.56683
H: -0.54964 -0.43194 -2.18563
H: 0.41234 -1.66146 -2.61282
H: -0.91415 -1.97770 -1.70694
H: -3.36503 -2.25837 -2.54691
H: -2.85168 -2.65634 -3.94561
O: -2.57210 -2.31210 -3.09585

---

(3)
Computed, not measured: 2 unconnected molecules or ions with the total composition C3H5BrClF in a non-equilibrium geometry, with ωB97M-V/def2-TZVPD.

Relative energy (zero: lowest compared OMol25 entry of this formula, charge and spin), kJ/mol: 303.6
E_tot, Eh: -3251.25317
LUMO energy, Ha: -0.080
Total charge: 0
HOMO-LUMO gap, eV: 8.27

Geometry (Å):
C: -0.31035 -1.35585 0.11744
C: 0.46426 0.96541 -0.54046
C: -0.40153 0.07162 0.15126
F: 0.94660 0.39672 2.02024
Cl: -0.17827 1.50078 -2.23316
Br: -2.07491 0.89814 0.80193
H: -1.23528 -1.76483 0.63383
H: -0.07934 -1.62378 -0.97041
H: 0.64068 -1.57583 0.70090
H: 1.55114 0.53938 -0.69681
H: 0.67699 1.94824 0.01525

---

(4)
Computed, not measured: a molecular structure, C18H40N5OP3Pt in a non-equilibrium geometry, with ωB97M-V/def2-TZVPD.

E_tot, Eh: -2200.56763
LUMO energy (alpha / beta), Ha: -0.403 / -0.566
Total charge: +4
HOMO-LUMO gap (alpha / beta), eV: 8.12 / 4.75
Spin multiplicity: 5

Geometry (Å):
Pt: 0.03858 -0.29648 0.25868
P: -1.87287 -1.69378 0.26091
P: 1.40168 -0.80246 2.04694
P: 1.26725 -1.28248 -1.47171
H: -0.72693 6.21066 -6.89715
C: -0.79722 5.31458 -7.51745
C: -1.97638 4.74673 -7.79378
H: -2.91271 5.16354 -7.41637
C: -3.37617 -0.84796 0.81466
C: -1.65437 -3.17601 1.29406
C: -2.32342 -2.21116 -1.41520
C: 2.88558 0.24029 1.95564
C: 0.71487 -0.40971 3.68223
C: 2.01091 -2.51905 2.24774
C: 0.64522 -1.16565 -3.18201
C: 1.41549 -3.09687 -1.24761
C: 2.98375 -0.69896 -1.55983
H: 0.13526 4.92848 -7.93466
H: -2.05203 3.87246 -8.44404
H: -3.48196 0.08002 0.23869
H: -3.32236 -0.61538 1.88645
H: -4.24808 -1.48796 0.62853
H: -1.39468 -2.89107 2.32292
H: -0.86115 -3.82535 0.90133
H: -2.59813 -3.73788 1.31065
H: -2.45884 -1.30756 -2.02169
H: -3.27349 -2.75580 -1.36398
H: -1.56239 -2.85113 -1.87395
H: 3.49626 0.04576 2.84673
H: 2.57274 1.29102 1.94288
H: 3.46696 0.04347 1.04781
H: 1.38366 -0.81672 4.45379
H: -0.28561 -0.84438 3.80078
H: 0.64796 0.67940 3.79518
H: 3.08212 -2.47746 2.50648
H: 1.88297 -3.12407 1.34072
H: 1.45433 -2.99844 3.06852
H: 1.12124 -1.95564 -3.78262
H: 0.90166 -0.17970 -3.59240
H: -0.44460 -1.28638 -3.21775
H: 1.60872 -3.52922 -2.24078
H: 0.50025 -3.55007 -0.83986
H: 2.26256 -3.32349 -0.58796
H: 3.41268 -1.04571 -2.50799
H: 3.57268 -1.08295 -0.72025
H: 3.00825 0.39672 -1.53793
C: -1.29395 1.78825 -2.73853
C: -0.19320 2.70402 -2.53228
C: 0.47975 3.23343 -3.61510
C: -0.07499 3.13786 -4.89849
C: -1.28421 2.46301 -5.09911
C: -1.92333 1.84107 -4.04414
O: -1.61476 0.92188 -1.85649
H: 0.83669 0.57646 -0.90415
H: 0.14691 2.83206 -1.50899
H: 1.42753 3.74621 -3.45259
H: 0.40732 3.64155 -5.73458
H: -1.74068 2.43904 -6.09184
H: -2.84665 1.28256 -4.18044
N: -1.38798 4.83514 1.06271
N: -1.09243 3.53835 1.44411
N: -1.98281 2.88300 2.25134
C: -1.60570 1.62016 2.07565
N: -0.65332 1.49884 1.11982
N: -0.34390 2.73611 0.67449
H: -0.55411 5.31987 0.78360
H: -1.90999 5.29724 1.80700
H: -2.07853 0.79341 2.60107

---

(5)
Computed, not measured: CH6FN2OP in the gas phase in a non-equilibrium geometry, with ωB97M-V/def2-TZVPD.

Relative energy (zero: lowest compared OMol25 entry of this formula, charge and spin), kJ/mol: 104.5
E_tot, Eh: -667.72034
LUMO energy, Ha: 0.026
Total charge: 0
SMILES: CO[P@@](=N)(N)F
HOMO-LUMO gap, eV: 10.96

Geometry (Å):
C: 1.87175 0.06916 -0.19174
O: 0.66548 -0.02792 0.57894
P: -0.73098 -0.23581 -0.14052
N: -0.74630 -1.57537 -0.91205
N: -1.72873 0.35653 1.04399
F: -0.97260 1.24433 -1.05910
H: 1.93708 1.11109 -0.44422
H: 1.71473 -0.51471 -1.02569
H: 2.63715 -0.16969 0.50255
H: -1.57442 -1.66778 -1.44347
H: -1.43787 0.03189 2.00589
H: -1.63529 1.37829 1.08542

---

(6)
Computed, not measured: a molecular structure, C4H6O2, with ωB97M-V/def2-TZVPD.

Relative energy (zero: lowest compared OMol25 entry of this formula, charge and spin), kJ/mol: 278.1
E_tot, Eh: -306.40039
LUMO energy, Ha: 0.028
Total charge: 0
HOMO-LUMO gap, eV: 9.55

Geometry (Å):
O: 2.27895 -0.55825 -0.35409
C: 0.94306 -0.55514 -0.29010
C: -0.79880 -0.25899 0.97250
C: -1.27264 0.25633 -0.33360
C: 0.20726 0.66436 -0.42828
O: 0.68550 1.78884 -0.27503
H: 2.58501 0.36752 -0.36590
H: 0.53167 -1.51802 -0.55922
H: -0.97780 -1.28214 1.28600
H: -0.78488 0.48009 1.77175
H: -1.90761 1.13741 -0.35881
H: -1.59588 -0.52179 -1.03033